# 1
Molecular formula: C17H23BrN2O6
Method: DFT, wB97M-V/def2-TZVPD

```
49
Properties=species:S:1:pos:R:3:forces:R:3:nbo_charge:R:1
C -2.962 -1.436 -0.846 0.5 0.1 0.7 -0.71
C -1.697 -1.323 -0.040 0.2 -0.3 -0.4 0.81
O -0.621 -1.653 -0.487 -0.1 0.4 0.2 -0.62
O -1.866 -0.814 1.189 -0.2 0.6 -0.3 -0.51
C -0.694 -0.191 1.727 0.2 -0.3 0.4 -0.08
C -1.026 0.470 3.046 0.3 0.2 0.2 -0.43
C 0.204 0.525 3.950 -1.0 -0.3 0.0 0.10
C 0.475 -0.836 4.566 0.6 0.1 0.2 -0.42
C 1.503 -0.861 5.728 0.1 0.2 0.0 -0.53
C 2.529 -1.922 5.458 -0.3 -1.6 0.5 0.79
O 2.262 -3.100 5.599 0.3 1.1 -0.4 -0.57
O 3.744 -1.504 5.015 -0.7 0.7 -0.1 -0.70
O 1.276 0.995 3.105 0.8 -0.4 0.3 -0.53
C 2.305 1.575 3.721 0.3 1.3 0.8 0.73
O 2.277 2.322 4.661 -0.1 -1.1 -1.0 -0.55
Br 3.969 1.155 2.837 -0.4 0.1 0.0 0.01
H -2.675 -1.152 -1.843 -0.2 0.0 -0.4 0.23
H -3.266 -2.473 -0.820 -0.3 -0.3 -0.2 0.25
H -3.734 -0.790 -0.459 -0.3 0.1 0.0 0.24
H -0.296 0.548 1.044 -0.1 0.1 -0.4 0.20
H 0.084 -0.932 1.836 0.2 -0.3 0.1 0.20
H -1.384 1.481 2.894 -0.2 0.2 -0.2 0.22
H -1.805 -0.061 3.577 -0.2 -0.2 0.0 0.23
H 0.033 1.221 4.762 0.1 0.4 0.1 0.21
H 0.761 -1.571 3.825 0.0 -0.1 -0.4 0.22
H -0.469 -1.179 4.963 -0.3 -0.1 0.1 0.23
H 0.985 -1.161 6.626 -0.1 -0.1 0.3 0.24
H 1.947 0.107 5.927 0.2 0.2 -0.2 0.24
H 3.952 -2.024 4.236 0.5 -0.5 0.0 0.50
C -3.972 0.646 -5.380 0.1 0.1 0.0 -0.31
C -3.090 1.740 -5.613 0.0 0.0 0.1 -0.29
C -1.966 1.528 -4.858 0.0 0.1 -0.1 -0.08
N -2.131 0.350 -4.190 0.0 0.0 0.1 -0.51
C -3.346 -0.193 -4.500 -0.1 -0.1 0.1 -0.08
H -4.948 0.495 -5.810 0.0 0.0 0.0 0.22
H -3.263 2.584 -6.257 0.0 0.0 0.0 0.22
H -1.064 2.104 -4.745 0.0 0.0 -0.1 0.21
H -1.459 -0.057 -3.568 0.1 -0.1 0.0 0.40
H -3.655 -1.131 -4.072 0.0 0.0 0.0 0.21
C 3.265 0.271 -4.277 0.0 0.0 0.0 -0.31
C 2.796 1.610 -4.196 0.0 0.0 0.0 -0.29
C 1.669 1.602 -3.421 0.0 -0.1 0.1 -0.09
N 1.444 0.308 -3.024 -0.1 0.1 -0.1 -0.51
C 2.414 -0.507 -3.541 0.0 0.0 0.0 -0.07
H 4.133 -0.079 -4.809 0.0 0.0 0.0 0.22
H 3.237 2.479 -4.653 0.0 0.0 0.0 0.22
H 1.016 2.399 -3.110 0.0 0.0 0.0 0.21
H 0.692 0.000 -2.436 0.1 -0.1 0.2 0.41
H 2.415 -1.564 -3.338 0.0 0.0 0.0 0.21
```
Positions in Å, forces in eV/Å.

Maximum force (eV/Å): 1.69
Net charge: 0
Molecular weight (g/mol): 431.28
Structure (SMILES): CC(=O)OCC[C@@H](CCC(=O)O)OC(=O)Br.c1cc[nH]c1.c1cc[nH]c1

# 2
Molecular formula: C17H23Cl2N5O2S
Method: DFT, wB97M-V/def2-TZVPD

```
50
Properties=species:S:1:pos:R:3:forces:R:3:nbo_charge:R:1
C 2.418 1.657 -4.354 -0.2 -0.3 0.3 -0.42
N 2.751 1.187 -3.008 0.3 0.6 -1.1 -0.61
C 1.925 0.630 -2.116 -0.3 -0.4 1.3 0.68
O 2.361 0.284 -1.022 -0.3 -0.1 -0.1 -0.66
C 0.427 0.477 -2.448 -0.2 -0.2 0.0 -0.14
C -0.365 1.734 -2.032 0.1 -0.1 -0.5 -0.39
C -1.699 1.936 -2.777 -0.2 0.2 0.6 -0.21
C -2.809 0.990 -2.313 0.4 -0.2 -0.4 -0.61
C -2.190 3.369 -2.561 0.3 -0.2 -0.3 -0.60
N -0.126 -0.723 -1.806 0.6 1.3 0.5 -0.62
C -0.447 -1.839 -2.458 -0.2 -1.0 -1.2 0.68
C -0.923 -2.999 -1.618 0.1 0.1 0.0 -0.70
O -0.383 -1.951 -3.677 0.1 0.3 0.0 -0.65
H 1.594 2.372 -4.316 0.1 0.0 -0.1 0.20
H 2.131 0.812 -4.986 0.0 0.1 -0.1 0.21
H 3.286 2.147 -4.799 -0.1 -0.1 0.2 0.22
H 3.710 1.261 -2.704 -0.1 0.0 0.1 0.41
H 0.339 0.366 -3.529 -0.2 -0.3 0.0 0.24
H 0.263 2.599 -2.250 0.1 0.2 0.1 0.20
H -0.536 1.725 -0.954 0.1 0.0 0.1 0.21
H -1.536 1.794 -3.845 0.1 -0.1 -0.1 0.19
H -2.917 1.039 -1.230 -0.1 0.0 0.1 0.20
H -3.752 1.266 -2.784 -0.1 0.0 0.1 0.21
H -2.574 -0.029 -2.612 -0.1 -0.1 0.1 0.22
H -3.112 3.530 -3.120 0.0 0.1 0.1 0.21
H -1.442 4.077 -2.919 0.0 0.2 0.1 0.20
H -2.376 3.544 -1.501 0.0 0.1 0.0 0.20
H -0.160 -0.744 -0.794 0.1 0.0 0.0 0.43
H -0.139 -3.275 -0.916 -0.1 0.0 0.2 0.23
H -1.817 -2.698 -1.077 -0.1 -0.1 0.2 0.21
H -1.149 -3.841 -2.271 0.0 0.2 0.0 0.24
N -2.258 -1.846 2.066 -1.7 -0.5 -0.3 -0.78
C -1.003 -1.506 2.356 0.5 -0.5 0.2 0.55
N -0.141 -1.570 1.367 1.4 0.4 -1.2 -0.54
C 1.125 -1.298 1.685 -0.1 -0.1 0.3 0.11
C 1.487 -1.002 2.985 0.7 0.2 0.0 -0.34
C 0.497 -0.979 3.955 -0.1 -0.1 -0.4 0.26
C 0.847 -0.695 5.359 0.2 0.2 1.3 -0.15
C 2.101 -1.130 5.979 -0.7 0.6 0.4 -0.25
C 2.207 -0.761 7.295 -0.2 -0.2 -0.8 -0.24
Cl 3.569 -1.154 8.310 -0.8 0.3 -0.3 0.05
S 0.808 0.139 7.852 0.2 -0.4 -0.9 0.47
C 0.063 -0.004 6.265 0.3 -0.3 -0.3 -0.19
Cl -1.488 0.727 5.938 0.9 -0.3 0.4 0.06
N -0.763 -1.251 3.619 0.6 0.6 1.7 -0.50
H -2.310 -2.454 1.263 -0.4 0.0 0.1 0.39
H -2.765 -2.104 2.902 -0.3 -0.1 -0.4 0.40
H 1.888 -1.324 0.913 -0.3 0.0 -0.2 0.23
H 2.518 -0.776 3.222 0.0 0.0 0.0 0.22
H 2.867 -1.705 5.466 -0.2 0.1 0.1 0.24
```
Positions in Å, forces in eV/Å.

Maximum force (eV/Å): 1.92
Net charge: 0
Molecular weight (g/mol): 432.38
Structure (SMILES): CNC(=O)[C@H](CC(C)C)NC(C)=O.Nc1nccc(-c2cc(Cl)sc2Cl)n1

# 3
Molecular formula: C17H23Cl2NO
Method: DFT, wB97M-V/def2-TZVPD

```
44
Properties=species:S:1:pos:R:3:forces:R:3:nbo_charge:R:1
C -2.289 1.154 -0.889 0.4 0.2 0.0 -0.61
C -1.417 2.400 -1.180 0.4 -0.6 -0.6 -0.39
C 0.035 2.310 -0.617 -0.6 0.3 0.7 -0.17
C 0.886 1.165 -1.206 -0.2 -0.7 0.8 0.70
O 0.864 0.976 -2.394 -0.1 0.2 -1.3 -0.62
N 1.581 0.315 -0.384 -1.0 1.4 1.6 -0.64
C 2.343 -0.819 -0.869 1.1 0.4 -0.6 -0.05
C 3.572 -0.329 -1.688 -1.0 0.8 0.6 -0.61
C 2.829 -1.727 0.246 -0.3 -0.4 0.6 -0.39
C 1.688 -2.462 1.004 0.5 0.6 0.5 -0.42
C 0.844 -1.604 1.943 0.0 0.1 -0.1 -0.01
C 1.405 -0.956 3.060 0.0 -0.6 -0.3 -0.24
C 0.640 -0.195 3.933 -0.2 -0.1 -0.3 -0.23
C -0.726 -0.045 3.665 -0.1 -0.1 -0.1 -0.18
C -1.304 -0.647 2.540 1.0 -0.1 0.0 -0.21
C -0.514 -1.449 1.693 0.2 1.2 1.0 -0.22
C 0.193 2.744 0.840 0.3 0.6 0.3 -0.24
C -0.950 3.303 1.716 0.5 0.1 -0.9 -0.62
C 0.792 3.605 -0.278 -0.4 -0.8 0.0 -0.01
Cl 0.000 5.144 -0.723 0.8 -0.6 0.2 0.00
Cl 2.583 3.581 -0.480 -1.1 0.3 0.1 0.00
H -1.792 0.223 -1.210 -0.2 0.3 0.1 0.21
H -2.503 1.097 0.180 0.0 -0.2 0.0 0.20
H -3.255 1.227 -1.413 0.4 0.0 0.1 0.22
H -1.353 2.504 -2.265 0.2 0.1 0.0 0.23
H -1.952 3.284 -0.822 0.4 -0.1 0.1 0.22
H 1.447 0.482 0.623 0.4 -0.5 -0.9 0.41
H 1.692 -1.411 -1.505 -0.2 -0.1 -0.3 0.20
H 3.266 0.174 -2.602 -0.1 0.1 0.1 0.24
H 4.187 -1.153 -1.951 0.6 -0.9 -0.2 0.20
H 4.154 0.379 -1.076 -0.2 -0.3 -0.2 0.21
H 3.434 -2.529 -0.214 -0.1 0.5 0.1 0.22
H 3.490 -1.186 0.958 -0.4 -0.2 -0.4 0.20
H 1.059 -2.977 0.275 -0.1 0.1 0.1 0.21
H 2.173 -3.218 1.621 0.0 -0.2 0.0 0.22
H 2.447 -1.153 3.281 0.1 0.2 0.0 0.21
H 1.115 0.257 4.809 -0.3 -0.1 -0.3 0.22
H -1.347 0.516 4.360 0.1 0.0 -0.2 0.21
H -2.337 -0.461 2.296 -0.2 -0.1 0.1 0.21
H -0.910 -1.874 0.804 -0.5 -0.4 -0.5 0.21
H 0.952 2.207 1.424 -0.2 0.3 -0.2 0.23
H -0.538 3.792 2.595 0.1 -0.2 0.2 0.22
H -1.691 2.572 1.996 0.1 -0.6 0.3 0.22
H -1.511 4.067 1.190 0.1 0.2 -0.2 0.22
```
Positions in Å, forces in eV/Å.

Maximum force (eV/Å): 2.35
Net charge: 0
Molecular weight (g/mol): 328.28
Structure (SMILES): CC[C@]1(C(=O)N[C@@H](C)CCc2ccccc2)[C@H](C)C1(Cl)Cl

no.,HOMO (eV)
1,-8.40
2,-8.79
3,-9.20